A molecular structure, C25H41AlBBeBr2Cl4F7I2KNNaO13S. Source: the Open Molecules 2025 dataset; level of theory: ωB97M-V/def2-TZVPD.

```
! RIJCOSX wB97M-V def2-TZVPD def2/J DEFGRID3
* xyz 1 1
C -2.61523 -1.80522 0.10108
C -3.03223 -1.16834 1.38032
O -3.13565 -1.79496 2.39750
N -3.38557 0.22759 1.33098
C -4.87132 0.27289 1.46936
C -2.64051 0.94713 2.36589
C -1.77390 2.12900 1.85335
C -1.54348 2.11613 0.34346
C -0.54159 3.18933 -0.11285
C 0.90496 2.70763 -0.30829
C 0.91704 1.66401 -1.44309
O 0.02807 1.96298 -2.47652
C -0.71467 0.80416 -2.90023
O -1.21720 0.96856 -4.14854
C -0.27185 0.90985 -5.19343
C -0.99215 0.38996 -6.46645
O -2.37119 0.53575 -6.32336
O 1.24099 2.07928 0.95240
C 2.54492 1.67365 1.20638
C 2.88040 1.99540 2.68598
B 2.05515 3.24637 3.24124
O 0.82317 3.14252 3.84713
O 2.65002 4.48054 3.14513
C 2.77063 0.11429 1.04454
F 1.75603 -0.51327 1.66737
I 4.70394 -0.51142 1.97042
O 2.85656 -0.28211 -0.27102
C 2.81149 -1.68020 -0.51452
I 1.04704 -2.24607 -1.60831
C 4.01938 -2.11958 -1.34600
C 4.16769 -3.64831 -1.30240
C 5.54243 -4.18723 -0.86047
C 6.75116 -3.43772 -1.40399
S 6.91679 -3.62545 -3.16739
O 5.61352 -3.81203 -3.73723
O 7.72491 -2.56776 -3.66839
Cl 7.89948 -5.38055 -3.31193
C 1.81075 3.90407 -0.66694
F 2.32015 4.49752 0.44196
F 2.93214 3.50297 -1.39864
C 1.19415 5.05378 -1.52483
F 0.56691 4.62343 -2.58948
F 0.41444 5.82150 -0.78480
F 2.21889 5.81531 -1.93205
H -1.82091 -1.24430 -0.38744
H -3.48469 -1.83406 -0.56087
H -2.33064 -2.83295 0.30521
H -5.29388 0.85334 0.65246
H -5.18241 0.72726 2.41144
H -5.29446 -0.73139 1.46196
H -3.27712 1.32272 3.18909
H -1.97445 0.22948 2.84592
H -2.27267 3.05780 2.12476
H -0.80904 2.03209 2.33768
H -2.49469 2.35398 -0.12821
H -1.31351 1.10254 0.02362
H -0.90957 3.64449 -1.02107
H -0.50921 3.93826 0.68268
H 1.91935 1.51514 -1.86160
H 0.63660 0.71837 -0.97423
H -1.57558 0.67005 -2.24380
H -0.04391 -0.05481 -2.90709
H 0.55604 0.21731 -4.97893
H 0.16978 1.88974 -5.39104
H -0.67435 0.94206 -7.35250
H -0.77329 -0.67673 -6.58714
H -2.65147 -0.33371 -5.89030
H 3.32359 2.15893 0.62566
H 3.93043 2.25368 2.79265
H 2.63213 1.14151 3.31459
H 0.88527 2.57913 4.62627
H 2.00292 5.12866 2.83811
H 2.78941 -2.26977 0.39711
H 3.81074 -1.82085 -2.37102
H 4.88442 -1.58392 -0.96802
H 3.43540 -4.03248 -0.57878
H 3.87733 -4.05142 -2.26053
H 5.59456 -4.28813 0.22045
H 5.63176 -5.20903 -1.24489
H 6.80078 -2.38061 -1.16541
H 7.64868 -3.88633 -0.97953
C -7.64515 2.22545 2.60329
O -7.48010 3.40162 2.90133
O -8.02505 1.79117 1.49092
O -7.44603 1.24089 3.37380
Cl -5.54517 -5.97698 3.05634
C -5.07062 -4.94085 4.37105
C -6.14575 -4.79175 5.44407
Cl -7.54682 -3.86403 4.94933
H -4.74208 -3.96967 3.95284
H -4.17423 -5.43823 4.81209
H -5.71413 -4.27806 6.30982
H -6.52596 -5.77488 5.77504
K 2.68599 -5.49554 -2.30715
Na 4.86399 1.96437 -0.39015
Be -4.58121 0.50832 4.65820
Br -3.70502 -1.76854 -4.88463
F 3.30185 7.38984 -3.71983
Al -4.35304 -6.80171 5.86671
Br 4.74817 6.49465 -3.33911
Cl -5.71964 -3.15751 2.09544
*
```

As for the orbital gap: 0.086 Ha. The HOMO energy comes out at -7.35 eV.

***

A molecular structure, C2H21FeO11. Source: the Open Molecules 2025 dataset; level of theory: ωB97M-V/def2-TZVPD.

```
! RIJCOSX wB97M-V def2-TZVPD def2/J DEFGRID3
* xyz 1 5
Fe 14.12239 -31.92743 -37.97314
C 18.53343 -31.83975 -37.75413
C 17.12209 -32.28319 -37.54017
O 16.12058 -31.48674 -37.63332
O 16.99121 -33.50753 -37.23010
H 19.30130 -32.26247 -37.10622
H 18.57624 -30.75197 -37.69931
H 18.85136 -32.03567 -38.77816
O 20.01857 -31.40385 -34.18837
H 19.06142 -31.40566 -34.19869
H 20.26768 -31.15121 -35.07738
O 15.64434 -33.55005 -34.40228
H 16.12777 -33.62125 -35.22536
H 16.31241 -33.64136 -33.72290
O 16.76661 -33.89301 -40.51419
H 17.47079 -34.11794 -41.12228
H 17.03310 -34.28531 -39.68273
O 22.30374 -31.36722 -36.60079
H 22.56351 -30.45134 -36.70039
H 22.00916 -31.62933 -37.47300
O 17.18911 -30.68281 -34.22287
H 16.61247 -30.72654 -33.46010
H 16.78253 -31.26496 -34.86476
O 22.06863 -31.97971 -39.93847
H 22.83127 -31.60309 -40.37753
H 21.37502 -31.33226 -40.06470
O 14.15840 -30.41706 -39.56249
H 14.14829 -30.48226 -40.51741
H 14.08221 -29.47953 -39.38514
O 15.71758 -28.46001 -36.60754
H 15.85320 -28.39872 -35.66198
H 15.60292 -29.39573 -36.77338
O 18.72268 -35.59910 -36.31066
H 18.11830 -36.34137 -36.31122
H 18.22973 -34.88794 -36.71992
*
```

As for the orbital gap (spin up / spin down): 0.191 / 0.180 Ha. The calculation puts the energy above the lowest of the compared OMol25 structures with the same formula, charge and spin at 81.2 kcal/mol. The HOMO energy (spin up / spin down) comes out at -12.53 / -12.53 eV. The expectation value of S² is 6.0055.

***

A molecular structure, C32H45AgAsO2Sb. Source: the Open Molecules 2025 dataset; level of theory: ωB97M-V/def2-TZVPD.

```
! RIJCOSX wB97M-V def2-TZVPD def2/J DEFGRID3
* xyz 0 1
Ag 1.22884 -0.31884 -0.85980
C 5.32553 -1.29947 -0.97048
C 3.83288 -1.08272 -0.92081
O 3.12785 -1.80427 -0.17545
O 3.36279 -0.13494 -1.62901
H 5.59013 -2.30178 -0.64204
H 5.79706 -0.57830 -0.29744
H 5.70196 -1.10845 -1.97381
C 0.87066 -2.18278 3.55992
C 1.75601 -0.93284 3.56049
C 1.72904 -0.28510 4.94018
C 3.18983 -1.36052 3.22231
Sb 1.02731 0.27603 1.91096
C -1.03669 0.77411 2.43436
C -1.33296 1.06659 3.90263
C -1.86404 -0.43513 1.98434
C -1.45670 1.97736 1.59308
C 2.13292 2.16741 1.92952
C 1.97012 3.00820 3.19271
C 3.60584 1.80718 1.70667
C 1.69082 2.98919 0.71339
H 1.24098 -2.87822 4.32377
H 0.89348 -2.70399 2.59936
H -0.16820 -1.95665 3.80424
H 2.15866 -0.99258 5.66186
H 0.72376 -0.04617 5.27992
H 2.32802 0.62313 4.98749
H 3.45177 -2.21591 3.85950
H 3.90897 -0.57164 3.44130
H 3.31633 -1.66731 2.18075
H -1.25570 0.16978 4.51949
H -2.36461 1.43074 3.99742
H -0.67829 1.82851 4.32971
H -1.67076 -1.32636 2.58164
H -1.67516 -0.69299 0.94319
H -2.93383 -0.19920 2.07283
H -1.01834 2.90649 1.95932
H -2.54858 2.08124 1.64867
H -1.19090 1.86969 0.53723
H 2.41377 2.53430 4.06775
H 0.92293 3.22429 3.41774
H 2.47908 3.97188 3.05643
H 4.03095 1.22163 2.52021
H 4.18158 2.73941 1.63586
H 3.75397 1.25878 0.77101
H 0.70806 3.43961 0.83473
H 1.68853 2.40651 -0.21175
H 2.41181 3.80454 0.57051
C -5.42959 0.19796 -0.36146
C -4.86988 -1.06936 -0.44617
C -3.60079 -1.23770 -0.98753
C -2.88766 -0.13632 -1.45142
C -3.44695 1.13425 -1.35282
C -4.71716 1.29900 -0.81654
As -1.06182 -0.36150 -2.07573
C -1.16256 -2.15307 -2.81758
C -0.25379 -3.11480 -2.39296
C -0.32286 -4.41052 -2.89848
C -1.29997 -4.74462 -3.82312
C -2.21622 -3.78635 -4.24603
C -2.14845 -2.49796 -3.74311
C -0.97263 0.76623 -3.65962
C -0.92328 2.14627 -3.46584
C -0.79159 3.00684 -4.54697
C -0.68184 2.49284 -5.83131
C -0.68984 1.11995 -6.02683
C -0.83112 0.25608 -4.94655
H -6.41898 0.32773 0.05822
H -5.41857 -1.93225 -0.09019
H -3.17511 -2.23176 -1.03827
H -2.90902 2.00706 -1.69709
H -5.14734 2.29089 -0.75298
H 0.52360 -2.87344 -1.67644
H 0.39314 -5.15107 -2.56690
H -1.35162 -5.75133 -4.21813
H -2.98390 -4.04367 -4.96496
H -2.87336 -1.75888 -4.06420
H -0.95534 2.56465 -2.46666
H -0.75777 4.07685 -4.38485
H -0.57298 3.16286 -6.67452
H -0.58130 0.71582 -7.02553
H -0.82092 -0.81110 -5.11939
*
```

As for the orbital gap: 0.300 Ha. The calculation puts the energy above the lowest of the compared OMol25 structures with the same formula, charge and spin at 15.6 kcal/mol. The HOMO energy comes out at -7.52 eV.

***

A molecular structure, C26H16F9NO4PPd. Source: the Open Molecules 2025 dataset; level of theory: ωB97M-V/def2-TZVPD.

```
! RIJCOSX wB97M-V def2-TZVPD def2/J DEFGRID3
* xyz -1 3
Pd 0.93705 -1.39365 0.25548
C -0.90925 5.03599 -1.60862
C -0.24949 4.89723 -0.39684
C -0.04309 3.63721 0.15024
C -0.49615 2.50136 -0.51330
C -1.14666 2.64888 -1.74035
C -1.35930 3.90603 -2.28049
P -0.26314 0.79404 0.10911
C 0.75819 1.08678 1.59754
C 0.25524 1.13143 2.89293
C 1.12243 1.23319 3.97182
C 2.49196 1.29491 3.76565
C 3.00108 1.25748 2.47435
C 2.14185 1.15153 1.39199
C -1.90491 0.31026 0.69791
C -2.93270 1.18759 0.93418
C -4.19984 0.70864 1.32267
C -4.41506 -0.63498 1.45146
C -3.38071 -1.56966 1.20424
C -3.59341 -2.96350 1.31477
C -2.56849 -3.83106 1.06207
C -1.29044 -3.35220 0.69969
C -1.03109 -2.01069 0.57509
C -2.09479 -1.09730 0.82526
H -1.06624 6.01989 -2.03280
H 0.10873 5.77312 0.13014
H 0.47381 3.54041 1.09695
H -1.48018 1.76682 -2.27489
H -1.86524 4.00365 -3.23288
H -0.81300 1.05602 3.05669
H 0.72650 1.24279 4.97983
H 3.16535 1.34924 4.61156
H 4.07076 1.28323 2.30890
H 2.53956 1.08623 0.38422
H -2.77602 2.25325 0.81551
H -5.00133 1.41256 1.51125
H -5.39083 -1.01014 1.74127
H -4.57520 -3.32392 1.60099
H -2.72913 -4.90005 1.14524
H -0.49820 -4.07292 0.52625
F 2.13936 -3.58830 -3.91132
C 2.38578 -2.93381 -2.75705
F 3.70219 -3.01079 -2.53221
F 1.76781 -3.61115 -1.79002
C 1.91145 -1.44134 -2.77408
O 1.92672 -0.90034 -1.55840
C 2.87232 -0.62369 -3.69289
F 2.32653 0.56080 -4.01507
F 4.02679 -0.36944 -3.07488
F 3.16900 -1.24695 -4.85007
C 0.47586 -1.39154 -3.40781
F -0.31989 -2.32250 -2.86744
F 0.46623 -1.58941 -4.73988
F -0.09794 -0.20327 -3.18577
O 1.37750 -2.05449 2.55018
N 2.39254 -2.69540 2.17784
O 3.10800 -3.28539 2.96923
O 2.65110 -2.70269 0.93456
*
```

As for the orbital gap (spin up / spin down): 0.259 / 0.277 Ha. The calculation puts the energy above the lowest of the compared OMol25 structures with the same formula, charge and spin at 0.0 kcal/mol. The HOMO energy (spin up / spin down) comes out at -4.43 / -5.53 eV. The expectation value of S² is 2.0126.